Record 1
Here is a molecular structure, C21H19F4IrN3 in a non-equilibrium geometry from the OMol25 dataset. Energies are from wB97M-V/def2-TZVPD.

Positions of all 48 atoms, in Å:
Ir1 0.159 -0.620 -0.245
C1 0.286 1.184 -2.840
N1 0.813 -0.113 -2.404
C2 0.366 -1.162 -3.323
C3 2.281 -0.105 -2.283
C4 2.794 0.718 -1.098
N2 2.176 0.313 0.137
C5 2.676 0.621 1.329
C6 1.984 0.160 2.495
F1 0.879 -0.598 2.270
C7 2.406 0.452 3.777
F2 1.725 0.015 4.821
C8 3.557 1.216 3.990
C9 4.271 1.672 2.889
F3 5.365 2.384 3.072
C10 3.848 1.401 1.594
F4 4.538 1.908 0.575
H1 0.571 1.388 -3.877
H2 0.666 1.985 -2.214
H3 -0.802 1.185 -2.787
H4 0.740 -0.982 -4.336
H5 -0.722 -1.181 -3.371
H6 0.726 -2.139 -3.005
H7 2.727 0.290 -3.203
H8 2.615 -1.138 -2.159
H9 2.588 1.786 -1.263
H10 3.885 0.615 -1.072
H11 3.884 1.448 4.995
C11 -2.641 -4.136 0.281
C12 -3.886 -3.525 0.294
C13 -3.970 -2.143 0.257
C14 -2.801 -1.380 0.194
N3 -1.602 -2.002 0.158
C15 -1.518 -3.322 0.219
C16 -2.757 0.082 0.233
C17 -3.879 0.915 0.228
C18 -3.724 2.267 0.468
C19 -2.462 2.829 0.677
C20 -1.336 2.024 0.640
C21 -1.470 0.671 0.366
H12 -2.534 -5.208 0.327
H13 -4.788 -4.118 0.355
H14 -4.931 -1.660 0.296
H15 -0.521 -3.747 0.222
H16 -4.869 0.515 0.078
H17 -4.595 2.901 0.535
H18 -2.360 3.883 0.885
H19 -0.360 2.451 0.818

## Properties
largest force on an atom: 2.7 eV Å⁻¹
lowest unoccupied orbital energy (spin up / spin down): -8.21 / -8.95 eV
energy: -1479.014840 Ha
2S+1: 2
energy relative to the best compared isomer or geometry (same formula, charge and spin): 2.352 eV
charge: +2
gap between HOMO and LUMO (spin up / spin down): 6.37 / 5.63 eV
<S²>: 0.80



Record 2
Here is 14 unconnected molecules or ions with the total composition C30H88O14 in a non-equilibrium geometry from the OMol25 dataset. Energies are from wB97M-V/def2-TZVPD.

Positions of all 132 atoms, in Å:
C1 -5.728 1.462 -0.012
C2 -4.773 0.337 0.211
C3 -5.372 -0.941 -0.326
O1 -3.531 0.660 -0.499
H1 -6.767 1.138 -0.081
H2 -5.614 1.940 -0.985
H3 -5.530 2.305 0.649
H4 -4.663 0.210 1.288
H5 -4.583 -1.690 -0.260
H6 -5.738 -0.742 -1.333
H7 -6.167 -1.161 0.386
H8 -2.761 0.238 -0.109
C4 3.086 -1.567 -5.745
C5 3.784 -2.239 -4.543
C6 3.159 -1.799 -3.227
O2 3.705 -3.603 -4.786
H9 2.023 -1.806 -5.738
H10 3.579 -1.922 -6.650
H11 3.180 -0.489 -5.612
H12 4.796 -1.834 -4.554
H13 3.090 -0.714 -3.145
H14 3.681 -2.198 -2.357
H15 2.114 -2.101 -3.305
H16 4.574 -3.969 -4.610
C7 3.593 0.262 3.125
C8 4.842 0.690 3.952
C9 5.751 1.725 3.325
O3 4.376 1.412 5.048
H17 3.913 -0.177 2.179
H18 3.062 1.166 2.828
H19 2.896 -0.411 3.624
H20 5.398 -0.177 4.309
H21 5.231 2.356 2.604
H22 6.463 1.157 2.726
H23 6.334 2.313 4.034
H24 5.101 1.344 5.674
C10 0.814 3.157 -2.483
C11 0.204 4.537 -2.650
C12 -0.956 4.640 -3.697
O4 -0.266 4.898 -1.375
H25 0.174 2.400 -2.029
H26 1.635 3.225 -1.769
H27 1.118 2.782 -3.460
H28 1.016 5.226 -2.880
H29 -0.593 4.527 -4.719
H30 -1.410 5.631 -3.706
H31 -1.690 3.846 -3.554
H32 -0.940 4.233 -1.218
C13 0.086 -2.347 4.370
C14 0.094 -3.558 3.350
C15 -0.843 -4.685 3.905
O5 -0.417 -3.144 2.102
H33 0.780 -1.581 4.025
H34 0.388 -2.657 5.371
H35 -0.868 -1.821 4.397
H36 1.102 -3.965 3.275
H37 -0.478 -5.037 4.870
H38 -0.807 -5.557 3.251
H39 -1.893 -4.392 3.927
H40 0.162 -3.579 1.471
C16 0.590 0.736 0.933
C17 -0.203 -0.131 -0.036
C18 0.550 -1.331 -0.566
O6 -1.398 -0.649 0.537
H41 1.428 1.173 0.390
H42 1.031 0.347 1.850
H43 -0.101 1.502 1.284
H44 -0.588 0.487 -0.846
H45 1.385 -1.065 -1.215
H46 -0.083 -1.991 -1.159
H47 1.010 -1.843 0.279
H48 -1.134 -1.369 1.115
C19 -3.144 -4.962 0.360
C20 -3.311 -4.644 -1.106
C21 -2.293 -3.632 -1.691
O7 -3.108 -5.744 -1.935
H49 -3.860 -5.753 0.585
H50 -3.513 -4.119 0.943
H51 -2.124 -5.189 0.667
H52 -4.320 -4.295 -1.325
H53 -2.382 -2.687 -1.155
H54 -2.401 -3.391 -2.748
H55 -1.281 -4.032 -1.628
H56 -3.512 -6.508 -1.517
C22 -1.385 -0.458 -3.600
C23 -2.180 0.810 -4.011
C24 -1.927 1.254 -5.488
O8 -3.515 0.635 -3.827
H57 -1.629 -0.727 -2.572
H58 -0.373 -0.054 -3.563
H59 -1.375 -1.366 -4.204
H60 -1.951 1.627 -3.327
H61 -2.364 2.246 -5.604
H62 -2.321 0.553 -6.224
H63 -0.867 1.410 -5.692
H64 -3.729 0.477 -2.905
C25 4.318 2.268 -0.203
O9 3.964 0.923 -0.521
H65 4.112 2.929 -1.045
H66 3.736 2.586 0.662
H67 5.342 2.441 0.129
H68 4.754 0.570 -0.938
C26 -2.914 4.017 -0.116
O10 -2.271 3.089 -0.907
H69 -3.966 3.794 0.059
H70 -2.371 4.050 0.828
H71 -2.833 5.019 -0.537
H72 -2.755 2.268 -0.785
C27 0.927 1.473 5.216
O11 0.934 2.813 5.745
H73 1.462 0.760 5.843
H74 -0.040 1.008 5.024
H75 1.544 1.562 4.322
H76 1.850 3.091 5.681
C28 -2.610 1.841 2.914
O12 -3.632 2.831 3.081
H77 -1.589 2.197 2.778
H78 -2.664 1.176 3.776
H79 -2.981 1.286 2.052
H80 -3.535 3.262 3.934
C29 1.942 -4.621 -0.800
O13 1.335 -4.720 0.483
H81 1.881 -5.589 -1.298
H82 1.416 -3.863 -1.380
H83 2.960 -4.240 -0.722
H84 1.725 -5.433 0.994
C30 2.208 4.210 2.317
O14 1.935 5.087 3.375
H85 1.852 3.201 2.526
H86 1.633 4.392 1.409
H87 3.282 4.183 2.133
H88 2.511 4.870 4.113

## Properties
largest force on an atom: 3.1 eV Å⁻¹
lowest unoccupied orbital energy (spin up / spin down): -2.13 / -8.66 eV
energy: -2248.648429 Ha
2S+1: 2
charge: +1
gap between HOMO and LUMO (spin up / spin down): 9.44 / 2.91 eV
<S²>: 0.75



Record 3
Here is a gas-phase ion, C4H7N2 (charge +2) in a non-equilibrium geometry from the OMol25 dataset. Energies are from wB97M-V/def2-TZVPD.

Positions of all 13 atoms, in Å:
C1 1.765 0.518 -0.707
C2 0.360 0.402 -0.076
C3 -0.624 0.969 0.737
N1 -1.665 0.087 0.834
C4 -1.339 -1.030 0.245
N2 -0.118 -0.858 -0.354
H1 2.100 1.494 -0.976
H2 1.759 0.001 -1.700
H3 2.500 0.024 -0.094
H4 -0.660 1.933 1.230
H5 -2.376 0.107 1.563
H6 -1.990 -1.897 -0.036
H7 0.288 -1.750 -0.666

## Properties
largest force on an atom: 5.7 eV Å⁻¹
lowest unoccupied orbital energy (spin up / spin down): -10.08 / -14.30 eV
energy: -265.348662 Ha
2S+1: 2
energy relative to the best compared isomer or geometry (same formula, charge and spin): 1.048 eV
charge: +2
gap between HOMO and LUMO (spin up / spin down): 11.71 / 8.49 eV
<S²>: 0.76



Record 4
Here is 2 unconnected molecules or ions with the total composition Cl2OS in a non-equilibrium geometry from the OMol25 dataset. Energies are from wB97M-V/def2-TZVPD.

Positions of all 4 atoms, in Å:
O1 1.802 -1.029 -0.195
S1 -0.158 0.035 0.666
Cl1 -1.531 -0.878 -0.295
Cl2 -0.112 1.873 -0.176

## Properties
largest force on an atom: 4.0 eV Å⁻¹
lowest unoccupied orbital energy (spin up / spin down): -2.08 / -2.03 eV
energy: -1393.601658 Ha
energy relative to the best compared isomer or geometry (same formula, charge and spin): 5.358 eV
gap between HOMO and LUMO (spin up / spin down): 8.36 / 8.40 eV



Record 5
Here is C16H24N4O4S in the gas phase in a non-equilibrium geometry from the OMol25 dataset. Energies are from wB97M-V/def2-TZVPD.

Positions of all 49 atoms, in Å:
C1 -8.382 -2.537 -0.149
C2 -7.067 -1.671 -0.152
C3 -5.820 -2.094 0.159
C4 -4.798 -1.418 0.222
C5 -4.931 -0.204 -0.181
N1 -3.818 0.786 0.012
C6 -2.634 0.780 0.348
O1 -2.163 -0.385 0.531
C7 -1.723 1.686 0.134
O2 -2.217 3.014 -0.071
N2 -0.487 1.647 0.485
C8 0.476 2.640 0.683
C9 1.547 2.658 -0.761
N3 2.480 1.627 -0.542
C10 3.541 1.873 0.172
C11 4.782 1.116 -0.044
N4 4.320 -0.329 0.146
S1 5.567 -1.345 -0.077
C12 6.515 -1.416 -1.440
O3 6.546 -1.008 1.163
O4 4.935 -2.964 0.352
C13 3.253 -0.722 -1.031
C14 2.077 0.067 -0.555
C15 -6.252 0.423 -0.315
C16 -7.401 -0.428 -0.258
H1 -9.233 -2.122 0.169
H2 -8.167 -3.591 0.389
H3 -8.586 -2.733 -1.374
H4 -5.731 -3.303 0.392
H5 -4.001 -1.743 0.440
H6 -4.076 1.670 -0.178
H7 -0.343 0.664 0.884
H8 0.064 3.472 0.576
H9 1.119 2.571 1.544
H10 0.883 2.236 -1.391
H11 1.763 3.597 -0.643
H12 3.740 3.025 0.321
H13 3.199 1.800 1.406
H14 5.604 1.156 0.874
H15 5.105 1.308 -1.098
H16 5.707 -1.898 -2.079
H17 7.286 -2.365 -1.226
H18 6.926 -0.495 -1.639
H19 3.078 -1.711 -0.738
H20 3.579 -0.509 -2.129
H21 1.234 -0.062 -1.208
H22 1.838 0.144 0.534
H23 -6.334 1.592 -0.676
H24 -8.290 0.148 -0.809

## Properties
largest force on an atom: 17.2 eV Å⁻¹
lowest unoccupied orbital energy: -0.38 eV
energy: -1541.620132 Ha
SMILES: Cc1ccc(NC(=O)C(=O)NCCN2CCN(S(C)(=O)=O)CC2)cc1
energy relative to the best compared isomer or geometry (same formula, charge and spin): 19.767 eV
gap between HOMO and LUMO: 7.64 eV



Record 6
Here is 2 unconnected molecules or ions with the total composition C7H19N4O in a non-equilibrium geometry from the OMol25 dataset. Energies are from wB97M-V/def2-TZVPD.

Positions of all 31 atoms, in Å:
C1 -0.578 -2.470 1.586
C2 -1.751 -2.282 0.549
C3 1.754 -2.216 1.009
C4 -0.912 0.294 2.052
C5 0.352 -0.196 1.352
O1 1.315 0.530 1.094
N1 0.527 -1.512 1.380
H1 -1.049 -2.425 2.570
H2 -0.181 -3.480 1.564
H3 -1.461 -1.543 -0.184
H4 -2.642 -2.078 1.127
H5 2.508 -1.479 0.877
H6 -0.809 1.364 2.204
H7 -1.822 -3.238 0.034
H8 2.103 -2.753 1.888
H9 1.633 -2.760 0.077
H10 -1.704 0.296 1.299
H11 -1.109 -0.368 2.879
C6 0.767 -0.055 -2.539
C7 -0.300 2.028 -1.629
N2 -0.144 1.089 -2.545
N3 0.677 2.347 -0.796
N4 -1.520 2.582 -1.495
H12 -0.975 0.943 -3.097
H13 1.163 1.552 -0.334
H14 0.421 3.062 -0.131
H15 -2.274 2.425 -2.134
H16 -1.654 3.488 -1.071
H17 1.764 0.171 -2.905
H18 0.414 -0.806 -3.202
H19 0.834 -0.408 -1.515

## Properties
largest force on an atom: 2.7 eV Å⁻¹
lowest unoccupied orbital energy: -2.79 eV
energy: -572.170228 Ha
energy relative to the best compared isomer or geometry (same formula, charge and spin): 0.000 eV
charge: +1
gap between HOMO and LUMO: 9.76 eV



Record 7
Here is a molecular structure, C19H34AlF3N2O6S2Sb from the OMol25 dataset. Energies are from wB97M-V/def2-TZVPD.

Positions of all 68 atoms, in Å:
Al1 0.358 -1.068 -0.047
N1 -0.656 -2.847 0.582
N2 -0.430 -2.737 1.983
C1 0.826 -2.141 2.316
O1 1.165 -2.073 3.464
O2 1.439 -1.671 1.253
H1 -1.653 -2.935 0.411
H2 -0.186 -3.664 0.196
H3 -0.667 -3.543 2.543
C2 4.933 1.942 -0.025
C3 4.051 0.739 -0.336
C4 4.453 0.031 -1.631
Sb1 1.941 1.155 -0.447
C5 1.518 2.460 1.222
C6 2.008 3.898 1.089
C7 2.041 1.777 2.489
C8 1.597 2.353 -2.211
C9 0.184 2.929 -2.106
C10 2.656 3.417 -2.482
H4 5.979 1.623 0.001
H5 4.705 2.382 0.946
H6 4.849 2.721 -0.782
H7 4.103 0.028 0.492
H8 4.375 0.699 -2.493
H9 3.837 -0.848 -1.830
H10 5.493 -0.299 -1.566
H11 0.425 2.462 1.245
H12 3.087 3.953 0.945
H13 1.775 4.447 2.007
H14 1.529 4.425 0.265
H15 3.133 1.763 2.507
H16 1.700 0.744 2.588
H17 1.712 2.325 3.377
H18 1.617 1.619 -3.020
H19 0.109 3.665 -1.302
H20 -0.562 2.150 -1.930
H21 -0.082 3.435 -3.038
H22 2.763 4.119 -1.655
H23 2.370 3.993 -3.368
H24 3.632 2.976 -2.684
C11 -6.193 -3.823 0.368
C12 -5.111 -2.867 0.792
C13 -4.526 -1.991 -0.125
C14 -3.526 -1.113 0.259
C15 -3.107 -1.118 1.584
C16 -3.654 -1.991 2.515
C17 -4.662 -2.853 2.113
S1 -1.794 -0.060 2.113
C18 -2.560 1.536 1.925
O3 -0.795 -0.037 0.939
H25 -6.585 -3.568 -0.615
H26 -7.018 -3.819 1.080
H27 -5.806 -4.843 0.323
H28 -4.863 -1.993 -1.155
H29 -3.065 -0.452 -0.467
H30 -3.299 -1.993 3.539
H31 -5.104 -3.530 2.834
H32 -2.809 1.685 0.875
H33 -1.852 2.286 2.275
H34 -3.456 1.543 2.547
F1 -1.847 -2.326 -3.790
C19 -0.775 -2.843 -3.218
F2 -1.158 -3.625 -2.202
F3 -0.085 -3.550 -4.082
S2 0.249 -1.465 -2.547
O4 0.841 -0.776 -3.634
O5 1.150 -2.089 -1.537
O6 -0.716 -0.726 -1.678

## Properties
largest force on an atom: 0.4 eV Å⁻¹
lowest unoccupied orbital energy: -2.76 eV
energy: -2883.949254 Ha
charge: +1
gap between HOMO and LUMO: 8.90 eV



Record 8
Here is a molecular structure, C3H3CeFO2 in a non-equilibrium geometry from the OMol25 dataset. Energies are from wB97M-V/def2-TZVPD.

Positions of all 10 atoms, in Å:
H1 0.577 -1.843 0.158
F1 -1.462 1.660 0.329
O1 -0.899 -0.420 1.138
O2 1.033 0.362 0.246
C1 -1.285 0.368 -0.003
C2 0.018 0.001 -0.718
C3 0.268 -0.809 0.510
H2 -2.195 -0.033 -0.464
H3 0.308 0.005 -1.764
Ce1 3.637 0.710 0.567

## Properties
largest force on an atom: 3.8 eV Å⁻¹
lowest unoccupied orbital energy (spin up / spin down): -9.75 / -9.76 eV
energy: -840.746777 Ha
2S+1: 3
energy relative to the best compared isomer or geometry (same formula, charge and spin): 0.519 eV
charge: +2
gap between HOMO and LUMO (spin up / spin down): 7.04 / 8.34 eV
<S²>: 2.00